The following is a DFT calculation (the ωB97M-V functional and the def2-TZVPD basis) of a structure of composition C31H55N9RbS3.

Output
Max |F| in hartree/bohr: 0.010
Energy relative to the best compared isomer or geometry (same formula, charge and spin) in kcal/mol: 0.00
M in g mol⁻¹: 735.51
HOMO level in eV: -9.471

Structure (ORCA input):
```
! wB97M-V def2-TZVPD RIJCOSX def2/J DEFGRID3
* xyz 1 1
Rb 0.70 0.75 0.24
C 2.01 -3.06 2.53
C 0.67 -3.77 2.42
S -0.64 -2.71 1.74
C -1.36 -3.77 0.46
C -0.41 -4.30 -0.61
S 0.47 -3.00 -1.51
C 2.17 -3.60 -1.45
C 2.81 -3.74 -0.07
S 2.65 -2.30 1.02
H 2.76 -3.75 2.94
H 1.94 -2.22 3.22
H 0.37 -4.11 3.41
H 0.74 -4.66 1.79
H -2.13 -3.14 0.01
H -1.87 -4.61 0.93
H -1.00 -4.89 -1.32
H 0.32 -4.98 -0.19
H 2.71 -2.88 -2.07
H 2.24 -4.56 -1.97
H 3.87 -3.96 -0.21
H 2.38 -4.60 0.45
C -3.62 3.57 4.12
N -3.12 3.46 2.76
C -2.99 4.74 2.09
C -2.58 2.29 2.30
N -1.55 2.15 1.52
C -0.66 3.22 1.35
C 0.03 3.71 2.43
C 0.89 4.81 2.32
C 1.05 5.43 1.12
C 0.40 4.94 -0.04
C 0.55 5.63 -1.27
C -0.08 5.17 -2.39
C -0.82 3.98 -2.34
C -0.99 3.26 -1.18
N -1.52 1.97 -1.22
C -2.55 1.67 -1.95
N -3.55 2.54 -2.30
C -3.88 3.67 -1.46
C -4.13 2.56 -3.63
N -2.71 0.38 -2.41
C -1.62 -0.55 -2.20
C -4.02 -0.25 -2.37
C -0.42 3.78 0.04
N -3.23 1.15 2.73
C -4.68 1.07 2.63
C -2.56 -0.12 2.50
H -3.01 4.28 4.69
H -3.59 2.61 4.62
H -4.65 3.94 4.14
H -3.94 5.26 2.13
H -2.72 4.60 1.04
H -2.23 5.37 2.55
H -0.15 3.25 3.40
H 1.40 5.18 3.20
H 1.68 6.31 1.03
H 1.16 6.52 -1.29
H 0.02 5.70 -3.33
H -1.24 3.58 -3.26
H -3.57 3.45 -0.44
H -4.96 3.81 -1.47
H -3.41 4.60 -1.78
H -3.73 1.74 -4.23
H -3.88 3.51 -4.13
H -5.22 2.48 -3.60
H -0.66 -0.09 -2.43
H -1.75 -1.41 -2.85
H -1.59 -0.91 -1.16
H -4.80 0.49 -2.29
H -4.09 -0.92 -1.51
H -4.18 -0.84 -3.27
H -5.12 2.06 2.63
H -5.08 0.51 3.48
H -4.98 0.56 1.71
H -1.53 -0.06 2.84
H -2.55 -0.40 1.44
H -3.07 -0.90 3.07
C 5.15 0.05 -4.38
N 4.77 0.04 -2.98
C 5.29 -1.09 -2.23
C 3.57 0.60 -2.58
N 2.76 0.07 -1.72
N 3.27 1.80 -3.16
C 1.97 2.38 -2.88
C 4.31 2.81 -3.34
H 5.00 -0.94 -4.83
H 6.21 0.32 -4.49
H 4.55 0.76 -4.93
H 6.35 -1.19 -2.45
H 4.80 -2.04 -2.50
H 5.17 -0.92 -1.16
H 3.05 -0.88 -1.50
H 1.93 2.85 -1.89
H 1.19 1.62 -2.94
H 1.76 3.15 -3.62
H 5.29 2.35 -3.36
H 4.28 3.54 -2.53
H 4.15 3.34 -4.28
*
```

***

The following is a DFT calculation (the ωB97M-V functional and the def2-TZVPD basis) of a cluster of 6 separate species, C31H55NO18S in total.

Output
Max |F| in hartree/bohr: 0.014
M in g mol⁻¹: 761.84
HOMO level in eV: -9.812

Structure (ORCA input):
```
! wB97M-V def2-TZVPD RIJCOSX def2/J DEFGRID3
* xyz 0 1
C -1.78 6.44 1.25
C -2.05 5.49 0.06
C -1.48 4.08 0.25
C -1.74 3.25 -1.00
C -1.36 1.75 -1.02
C -0.30 1.19 -0.04
C 0.52 0.11 -0.76
C 1.61 -0.53 0.11
C 1.09 -1.79 0.85
C 0.94 -1.62 2.37
C -0.29 -2.32 2.92
O -1.45 -1.58 2.47
S -2.63 -2.36 1.67
O -2.00 -3.14 0.62
O -3.11 -1.00 0.90
N -4.07 -0.29 1.70
H -1.42 7.42 0.91
H -2.67 6.61 1.85
H -1.01 6.03 1.90
H -1.59 5.92 -0.83
H -3.13 5.41 -0.09
H -0.40 4.17 0.44
H -1.92 3.61 1.14
H -1.27 3.75 -1.86
H -2.82 3.31 -1.20
H -2.27 1.15 -0.90
H -1.01 1.53 -2.03
H -0.83 0.71 0.79
H 0.39 1.94 0.33
H 0.98 0.58 -1.63
H -0.16 -0.67 -1.11
H 1.95 0.18 0.87
H 2.48 -0.78 -0.49
H 1.72 -2.66 0.66
H 0.11 -2.03 0.44
H 0.81 -0.56 2.62
H 1.83 -1.99 2.89
H -0.35 -3.36 2.62
H -0.31 -2.28 4.02
H -3.52 0.38 2.24
H -4.57 0.26 1.01
C 5.77 -3.82 -2.27
C 4.47 -3.06 -2.41
C 3.61 -3.46 -3.59
O 2.93 -2.24 -3.91
C 3.70 -1.21 -3.47
O 3.51 -0.07 -3.73
O 4.70 -1.67 -2.69
H 6.19 -3.68 -1.28
H 5.60 -4.88 -2.43
H 6.49 -3.46 -3.00
H 3.89 -3.11 -1.48
H 2.88 -4.24 -3.36
H 4.20 -3.77 -4.45
C 8.53 -8.17 0.70
C 7.54 -7.50 -0.22
C 6.72 -6.40 0.40
O 5.49 -6.47 -0.33
C 5.36 -7.74 -0.80
O 4.37 -8.17 -1.30
O 6.51 -8.42 -0.63
H 9.26 -8.75 0.14
H 9.07 -7.42 1.29
H 8.01 -8.84 1.38
H 8.03 -7.15 -1.13
H 7.16 -5.41 0.29
H 6.51 -6.58 1.46
C -8.72 6.22 -1.80
C -7.67 6.43 -0.74
C -6.31 6.87 -1.25
O -5.42 6.30 -0.29
C -6.03 5.22 0.27
O -5.49 4.43 0.96
O -7.33 5.19 -0.09
H -9.72 6.16 -1.36
H -8.71 7.04 -2.51
H -8.54 5.29 -2.33
H -8.03 7.11 0.04
H -6.19 7.95 -1.27
H -6.09 6.46 -2.23
C -0.63 2.53 7.12
C 0.39 2.88 6.07
C 0.03 4.06 5.19
O 0.69 3.72 3.96
C 0.82 2.38 3.90
O 1.15 1.77 2.94
O 0.53 1.83 5.10
H -0.21 1.87 7.88
H -1.00 3.43 7.61
H -1.48 2.01 6.66
H 1.38 3.03 6.53
H 0.40 5.01 5.55
H -1.04 4.12 5.00
C -2.42 -2.37 -2.47
C -1.51 -2.73 -3.62
C -0.63 -1.60 -4.13
O -0.47 -1.93 -5.51
C -1.53 -2.68 -5.89
O -1.80 -2.97 -7.01
O -2.25 -3.06 -4.81
H -2.81 -3.25 -1.98
H -1.87 -1.79 -1.73
H -3.26 -1.78 -2.84
H -0.90 -3.60 -3.37
H 0.35 -1.55 -3.65
H -1.13 -0.63 -4.05
*
```

***

The following is a DFT calculation (the ωB97M-V functional and the def2-TZVPD basis) of a structure of composition C31H56BBrClFIrN6O3S2Si.

Output
Max |F| in hartree/bohr: 0.053
Energy relative to the best compared isomer or geometry (same formula, charge and spin) in kcal/mol: 29.64
Expectation value of S²: 8.781
M in g mol⁻¹: 990.43
HOMO level (spin up / spin down) in eV: -7.184 / -8.384

Structure (ORCA input):
```
! wB97M-V def2-TZVPD RIJCOSX def2/J DEFGRID3
* xyz 0 6
Ir 1.29 0.90 -2.52
C 1.89 -3.24 -1.10
N 3.16 -2.84 -1.69
C 3.35 -2.66 -3.03
C 4.51 -1.95 -3.17
N 4.98 -1.70 -1.90
B 6.16 -0.72 -1.53
N 5.46 0.61 -0.87
C 5.86 1.09 0.37
C 5.13 2.18 0.65
N 4.24 2.34 -0.40
C 3.12 3.29 -0.49
C 4.49 1.36 -1.32
S 3.71 1.34 -2.89
C 4.20 -2.30 -0.99
S 4.33 -2.36 0.68
H 1.97 -3.66 -0.09
H 1.38 -3.90 -1.82
H 1.33 -2.28 -1.00
H 2.68 -3.02 -3.79
H 4.97 -1.52 -4.00
H 6.96 -1.05 -0.74
H 6.59 -0.27 -2.60
H 6.65 0.55 0.85
H 5.09 2.70 1.56
H 3.00 3.82 0.42
H 2.26 2.66 -0.76
H 3.26 3.94 -1.34
Cl 1.76 0.23 -0.29
C -1.10 -5.12 3.38
C -0.18 -3.83 3.66
C 0.19 -3.88 5.18
C 1.09 -4.04 2.88
Si -1.23 -2.31 3.30
Br -1.37 -2.04 1.06
C -3.11 -2.51 3.87
C -3.27 -2.88 5.36
C -3.74 -1.06 3.71
C -3.97 -3.43 3.04
C -0.34 -0.74 3.88
C 1.15 -1.02 3.68
C -0.51 -0.38 5.39
C -0.62 0.57 3.06
H -0.54 -6.07 3.28
H -1.55 -4.96 2.39
H -1.88 -5.25 4.15
H 0.65 -4.90 5.30
H -0.77 -4.04 5.71
H 0.87 -3.07 5.52
H 1.41 -5.08 3.07
H 1.94 -3.49 3.13
H 0.99 -3.95 1.81
H -2.72 -2.20 6.00
H -3.05 -3.91 5.52
H -4.28 -2.76 5.63
H -3.17 -0.45 4.41
H -4.82 -1.04 3.89
H -3.59 -0.67 2.67
H -3.91 -4.49 3.34
H -3.73 -3.41 1.96
H -5.05 -3.21 3.18
H 1.52 -1.83 4.28
H 1.67 -0.14 3.96
H 1.38 -1.09 2.59
H -0.24 -1.21 6.06
H -1.54 -0.11 5.64
H 0.10 0.45 5.65
H -0.34 0.35 2.04
H -0.06 1.40 3.42
H -1.68 0.90 3.07
F 1.07 -0.97 -3.28
C -3.79 1.30 -1.17
C -3.26 1.84 -2.59
C -4.01 1.15 -3.72
C -3.56 3.38 -2.72
N -1.82 1.86 -2.79
N -1.09 0.68 -2.69
H -4.83 1.64 -1.12
H -3.33 1.81 -0.33
H -3.64 0.23 -1.04
H -5.05 1.13 -3.41
H -3.68 0.14 -3.81
H -3.97 1.72 -4.61
H -4.60 3.61 -2.61
H -3.17 3.76 -3.71
H -3.06 3.94 -1.96
H -1.42 2.55 -2.20
H -1.13 0.27 -3.64
H -1.41 0.02 -2.01
O -1.12 3.22 -6.62
C -0.96 4.35 -5.88
C -1.33 5.53 -6.48
C -1.22 6.68 -5.73
C -0.81 6.68 -4.40
C -0.33 5.51 -3.85
C -0.31 4.32 -4.60
C 0.36 3.09 -4.07
O 0.40 2.05 -4.74
O 0.77 3.05 -2.83
H -0.69 2.50 -6.18
H -1.54 5.56 -7.55
H -1.41 7.64 -6.22
H -0.69 7.58 -3.87
H 0.23 5.53 -2.89
*
```

***

The following is a DFT calculation (the ωB97M-V functional and the def2-TZVPD basis) of a structure of composition C31H56BiNS4Se2Si3.

Output
Max |F| in hartree/bohr: 0.004
Energy relative to the best compared isomer or geometry (same formula, charge and spin) in kcal/mol: 5.40
M in g mol⁻¹: 1022.22
HOMO level in eV: -5.714

Structure (ORCA input):
```
! wB97M-V def2-TZVPD RIJCOSX def2/J DEFGRID3
* xyz 0 1
Bi -0.59 -0.73 0.35
C -2.23 3.55 2.19
C -3.30 3.45 1.09
S -3.05 1.96 0.08
C -4.44 2.10 -1.07
C -3.98 2.21 -2.52
S -2.74 0.96 -3.00
C -1.42 2.05 -3.61
C -0.74 2.90 -2.55
S 0.34 1.89 -1.51
C 0.97 3.16 -0.39
C -0.04 3.84 0.52
S -0.64 2.76 1.86
H -2.58 3.07 3.10
H -2.05 4.60 2.43
H -3.28 4.32 0.44
H -4.28 3.41 1.56
H -5.03 2.98 -0.82
H -5.09 1.23 -0.95
H -3.52 3.19 -2.69
H -4.83 2.13 -3.19
H -1.85 2.68 -4.39
H -0.70 1.38 -4.10
H -1.48 3.41 -1.95
H -0.12 3.65 -3.05
H 1.47 3.92 -1.00
H 1.75 2.66 0.18
H -0.91 4.18 -0.05
H 0.44 4.71 0.97
C 2.28 -2.81 -1.10
Si 0.52 -2.31 -1.49
C 0.37 -1.33 -3.07
C -0.62 -3.80 -1.69
C -0.17 -4.86 -2.48
C -1.00 -5.93 -2.79
C -2.31 -5.94 -2.32
C -2.76 -4.89 -1.53
C -1.93 -3.82 -1.20
Si -2.59 -2.50 -0.01
C -3.09 -3.42 1.55
C -4.14 -1.69 -0.68
H 2.76 -3.22 -1.99
H 2.30 -3.58 -0.33
H 2.84 -1.92 -0.77
H 0.80 -1.90 -3.90
H 0.88 -0.37 -3.00
H -0.69 -1.16 -3.29
H 0.84 -4.86 -2.86
H -0.64 -6.74 -3.40
H -2.97 -6.76 -2.56
H -3.79 -4.92 -1.16
H -3.94 -4.06 1.31
H -3.39 -2.73 2.35
H -2.29 -4.06 1.93
H -4.94 -2.43 -0.80
H -3.97 -1.22 -1.64
H -4.49 -0.93 0.03
C 2.04 -2.66 2.45
Se 0.12 -2.34 2.55
C 0.18 -0.88 3.86
C -1.11 -0.79 4.65
Se -2.57 -0.13 3.53
C -4.01 -0.78 4.67
H 2.56 -1.79 2.06
H 2.19 -3.52 1.80
H 2.38 -2.90 3.46
H 0.40 0.04 3.33
H 1.02 -1.11 4.51
H -0.97 -0.11 5.49
H -1.41 -1.77 5.04
H -3.97 -1.86 4.74
H -4.95 -0.48 4.21
H -3.94 -0.34 5.66
C 4.16 2.52 -2.32
Si 4.23 0.78 -1.58
C 3.78 -0.34 -3.03
C 6.04 0.37 -1.21
N 3.20 0.54 -0.25
C 3.35 1.20 0.91
C 2.49 0.93 2.02
C 2.56 1.60 3.22
C 3.51 2.60 3.44
C 4.37 2.90 2.39
C 4.30 2.24 1.18
H 4.87 2.62 -3.16
H 4.38 3.31 -1.61
H 3.15 2.70 -2.72
H 4.62 -0.35 -3.73
H 3.60 -1.37 -2.72
H 2.91 0.03 -3.57
H 6.69 0.65 -2.05
H 6.15 -0.71 -1.07
H 6.42 0.85 -0.31
H 1.75 0.16 1.84
H 1.87 1.36 4.02
H 3.57 3.13 4.38
H 5.12 3.67 2.51
H 5.00 2.52 0.40
*
```